1.
{"formula": "C3H3NO", "method": "ωB97M-V/def2-TZVPD", "symbols": ["C", "C", "C", "N", "O", "H", "H", "H"], "coordinates": [[0.372693, 0.309790, 0.661439], [0.364910, 0.421934, -0.748175], [-0.136520, -0.863152, 0.018625], [-0.863755, 0.821539, -0.015224], [-1.489368, -0.492728, -0.024978], [0.704148, 0.602375, 1.610592], [0.933625, 1.042852, -1.559109], [0.114269, -1.842611, 0.056829]], "forces_ev_per_angstrom": [[-0.899, 0.751, 1.006], [0.781, 0.545, -1.769], [-0.357, 1.145, -1.588], [-0.036, 2.086, 0.119], [-0.285, -0.491, -0.059], [0.820, 0.546, 0.832], [-1.143, -1.711, 1.593], [1.118, -2.871, -0.135]], "mulliken_charge": [-0.122, -0.109, -0.367, -0.375, -0.266, 0.459, 0.320, 0.460], "lumo_ev": 1.1, "charge": 0, "e_homo_ev": -9.75, "homo_lumo_gap_ev": 10.8}

=====

2.
{"formula": "C3H5IO", "method": "ωB97M-V/def2-TZVPD", "symbols": ["C", "C", "C", "O", "I", "H", "H", "H", "H", "H"], "coordinates": [[-1.410039, 1.322716, -0.794037], [1.267331, 0.527872, -0.608077], [1.011456, -0.528609, -1.517612], [2.037666, 1.008418, 0.074002], [-2.685272, -0.034443, 0.023692], [-1.689517, 2.236080, -0.352373], [-1.290915, 1.477245, -1.920630], [1.533975, -1.462448, -1.556956], [-0.032965, -0.798456, -1.484708], [1.027255, -0.176813, -2.587323]], "forces_ev_per_angstrom": [[1.548, 0.429, -2.086], [-3.220, 0.524, -0.833], [-1.187, -1.163, -3.125], [2.327, 0.912, 1.716], [-0.315, -0.883, -0.086], [0.266, 1.200, 0.604], [-0.461, -0.865, 1.580], [1.115, -0.414, 0.665], [-0.438, -0.063, 0.532], [0.366, 0.324, 1.034]], "mulliken_charge": [-0.910, 0.401, -0.771, -0.264, 0.053, 0.351, 0.316, 0.350, 0.191, 0.283], "lumo_ev": [0.3, -0.2], "charge": 0, "e_homo_ev": [-7.95, -7.19], "homo_lumo_gap_ev": [8.3, 7.0]}

=====

3.
{"formula": "C37H36N6O5P2Se2Ti", "method": "ωB97M-V/def2-TZVPD", "symbols": ["Ti", "C", "C", "O", "C", "C", "O", "C", "C", "O", "C", "C", "O", "H", "H", "H", "H", "H", "H", "H", "H", "H", "H", "H", "H", "H", "H", "H", "H", "Se", "P", "C", "C", "C", "C", "C", "C", "C", "C", "C", "C", "C", "C", "C", "C", "N", "N", "N", "P", "Se", "C", "C", "C", "C", "C", "C", "C", "C", "C", "C", "C", "C", "H", "H", "H", "H", "H", "H", "H", "H", "H", "H", "H", "H", "H", "H", "H", "H", "H", "H", "H", "H", "O", "N", "C", "C", "N", "C", "N"], "coordinates": [[-1.277058, -1.462436, 1.520957], [-0.596973, -4.340402, 2.499230], [-2.114721, -4.363793, 2.332950], [-2.516540, -3.100209, 1.789345], [-3.939728, -2.915848, 1.712964], [-4.153022, -1.475819, 1.256815], [-3.194690, -0.610773, 1.893883], [-3.569061, -0.063617, 3.170882], [-3.198495, -0.997102, 4.320959], [-1.977187, -1.618776, 3.942426], [-1.351250, -2.383933, 4.966074], [-0.034918, -2.894073, 4.373331], [-0.134800, -3.067528, 2.958820], [-0.108882, -4.501440, 1.538085], [-0.285372, -5.130280, 3.184273], [-2.620016, -4.506474, 3.292957], [-2.405747, -5.174329, 1.660207], [-4.377806, -3.111060, 2.696364], [-4.377999, -3.599622, 0.984930], [-5.172339, -1.146586, 1.460120], [-3.957159, -1.387021, 0.185270], [-4.632664, 0.174207, 3.183887], [-3.003597, 0.861602, 3.266236], [-3.963190, -1.759911, 4.502339], [-3.064309, -0.416354, 5.237831], [-2.006414, -3.206850, 5.270823], [-1.150321, -1.751314, 5.834595], [0.269707, -3.824909, 4.852725], [0.752700, -2.155297, 4.517324], [-0.396763, 3.796552, -2.659048], [0.282835, 1.833003, -3.053918], [2.094257, 1.732536, -3.099892], [2.783524, 1.487820, -4.283559], [4.169378, 1.558014, -4.290104], [4.860673, 1.878479, -3.131676], [4.171489, 2.137923, -1.954401], [2.790888, 2.074430, -1.950147], [-0.284560, 1.046688, -4.569684], [0.082057, -0.274548, -4.811355], [-0.241715, -0.865330, -6.018610], [-0.904945, -0.125623, -6.990626], [-1.256300, 1.194228, -6.752183], [-0.950721, 1.787318, -5.535394], [-0.364712, 0.802545, -1.680648], [-0.230766, 0.717259, -0.285766], [-1.267788, -0.083806, 0.119897], [-1.945284, -0.486855, -0.941516], [-1.432620, 0.032753, -2.012834], [0.670029, 1.439350, 1.106185], [-0.072088, 0.282388, 2.835909], [2.439357, 1.130151, 1.132872], [2.905160, -0.102518, 0.679606], [4.239293, -0.422425, 0.852410], [5.092995, 0.473770, 1.484475], [4.617226, 1.689184, 1.955274], [3.281920, 2.023204, 1.788794], [0.214508, 3.175480, 1.208304], [-1.007050, 3.489997, 1.804295], [-1.425990, 4.805840, 1.854635], [-0.636497, 5.805830, 1.300367], [0.568491, 5.489262, 0.692225], [1.003986, 4.175894, 0.645375], [2.246814, 1.250497, -5.191938], [4.709621, 1.376215, -5.209236], [5.939617, 1.951703, -3.151012], [4.709526, 2.407181, -1.054833], [2.223376, 2.305815, -1.063214], [0.632585, -0.820288, -4.058236], [0.037930, -1.893174, -6.204741], [-1.134952, -0.578990, -7.945230], [-1.759188, 1.768150, -7.517963], [-1.217282, 2.817821, -5.336940], [2.231593, -0.795399, 0.190894], [4.615499, -1.372416, 0.499115], [6.135123, 0.219942, 1.620905], [5.283313, 2.375515, 2.459273], [2.897087, 2.962437, 2.164022], [-1.615697, 2.707121, 2.240568], [-2.366384, 5.056319, 2.325095], [-0.963330, 6.835352, 1.344302], [1.174328, 6.266513, 0.248321], [1.952889, 3.951652, 0.178628], [-0.025929, -2.207287, 0.591031], [0.564778, -2.460085, -0.587176], [-0.035861, -3.141042, -1.507920], [0.655414, -3.400447, -2.725594], [1.177059, -3.621803, -3.722540], [-1.354930, -3.676126, -1.352068], [-2.401414, -4.054019, -1.079376]], "forces_ev_per_angstrom": [[-0.534, 0.859, 2.745], [-0.119, -0.059, -0.190], [0.448, -0.360, 0.376], [-0.246, -0.148, -0.617], [-0.422, 0.392, 0.056], [-0.201, -0.460, -0.344], [-0.387, -0.279, -0.016], [0.212, 0.276, 0.582], [-0.110, -0.034, -0.245], [0.044, 0.252, -0.037], [0.155, -0.230, -0.116], [-0.029, 0.319, 0.199], [-0.344, -0.023, -0.044], [-0.026, -0.034, 0.075], [-0.005, -0.011, -0.046], [-0.047, 0.134, -0.058], [-0.040, 0.114, -0.042], [0.152, -0.018, -0.017], [0.126, -0.067, -0.026], [0.070, 0.045, 0.009], [-0.019, 0.044, 0.069], [0.011, -0.060, -0.141], [-0.017, -0.041, -0.121], [0.053, -0.009, 0.020], [-0.062, 0.018, -0.034], [-0.065, 0.069, -0.032], [-0.018, -0.081, 0.033], [0.027, 0.015, -0.035], [-0.016, -0.035, -0.041], [0.046, -0.352, -0.066], [0.088, 1.010, 0.015], [-0.290, -0.125, -0.037], [-0.029, -0.102, 0.057], [0.022, 0.035, -0.037], [0.046, 0.030, -0.028], [-0.020, 0.026, 0.059], [-0.006, -0.098, -0.082], [0.145, -0.008, 0.230], [-0.142, 0.039, -0.097], [0.076, -0.075, 0.095], [-0.018, 0.046, -0.042], [0.003, -0.043, -0.047], [-0.032, 0.044, 0.090], [0.033, -0.207, 0.360], [-0.018, -0.085, -0.048], [0.720, 0.953, -0.695], [-0.413, -0.462, 0.191], [-0.017, -0.135, -0.021], [0.206, 0.371, -0.565], [-0.301, -0.002, -0.043], [-0.319, 0.065, -0.025], [-0.008, 0.066, -0.063], [-0.029, -0.042, -0.011], [0.005, 0.024, 0.043], [0.027, 0.005, 0.010], [-0.065, 0.043, -0.057], [0.163, -0.333, 0.247], [-0.012, -0.004, 0.043], [-0.051, -0.001, -0.030], [0.026, -0.055, -0.027], [0.008, 0.053, 0.022], [0.100, -0.024, 0.035], [0.031, -0.001, -0.011], [0.000, -0.004, -0.003], [0.015, -0.033, -0.001], [0.004, -0.002, 0.028], [0.094, 0.117, 0.057], [0.065, -0.146, 0.021], [0.010, -0.022, -0.041], [-0.029, -0.015, -0.004], [-0.026, 0.002, 0.000], [0.009, 0.004, 0.024], [0.053, -0.020, -0.060], [0.011, -0.004, -0.033], [0.021, -0.014, -0.011], [0.009, 0.016, -0.002], [0.064, 0.014, 0.037], [-0.017, 0.031, -0.012], [-0.014, -0.002, 0.006], [-0.010, 0.018, -0.013], [0.015, 0.004, -0.003], [-0.027, -0.008, -0.041], [0.673, -1.975, -2.201], [0.773, 0.248, -0.609], [-0.159, 0.458, 1.302], [0.341, 0.106, -0.241], [0.002, 0.001, -0.029], [-0.209, 0.105, 0.334], [-0.231, -0.125, 0.066]], "mulliken_charge": [-0.693, -0.756, -0.785, 0.745, -0.823, -0.550, 0.100, -0.128, -0.901, 0.265, -0.818, -0.647, -0.228, 0.112, 0.663, 0.348, 0.508, 0.328, 0.513, 0.567, 0.144, 0.461, -0.097, 0.281, 0.577, 0.358, 0.447, 0.502, 0.308, -0.350, 0.666, 0.240, -0.363, -0.773, -0.810, -0.675, 0.629, 0.525, -0.188, -0.808, -0.575, -0.619, -0.740, 0.604, -0.355, 1.276, -0.717, -0.554, 0.619, -0.087, 0.807, -0.386, -0.772, -0.639, -0.887, -0.535, 0.761, -0.634, -0.755, -0.655, -0.840, 0.188, 0.412, 0.435, 0.414, 0.507, -0.066, 0.441, 0.478, 0.422, 0.428, 0.385, 0.455, 0.522, 0.462, 0.482, 0.545, 0.180, 0.453, 0.423, 0.471, 0.287, 1.037, -0.669, 1.270, -0.393, -0.384, 0.042, -0.435], "lumo_ev": -7.2, "charge": 2, "e_homo_ev": -11.94, "homo_lumo_gap_ev": 4.8}

=====

Repeat the second record exactly.
{"formula": "C3H5IO", "method": "ωB97M-V/def2-TZVPD", "symbols": ["C", "C", "C", "O", "I", "H", "H", "H", "H", "H"], "coordinates": [[-1.410039, 1.322716, -0.794037], [1.267331, 0.527872, -0.608077], [1.011456, -0.528609, -1.517612], [2.037666, 1.008418, 0.074002], [-2.685272, -0.034443, 0.023692], [-1.689517, 2.236080, -0.352373], [-1.290915, 1.477245, -1.920630], [1.533975, -1.462448, -1.556956], [-0.032965, -0.798456, -1.484708], [1.027255, -0.176813, -2.587323]], "forces_ev_per_angstrom": [[1.548, 0.429, -2.086], [-3.220, 0.524, -0.833], [-1.187, -1.163, -3.125], [2.327, 0.912, 1.716], [-0.315, -0.883, -0.086], [0.266, 1.200, 0.604], [-0.461, -0.865, 1.580], [1.115, -0.414, 0.665], [-0.438, -0.063, 0.532], [0.366, 0.324, 1.034]], "mulliken_charge": [-0.910, 0.401, -0.771, -0.264, 0.053, 0.351, 0.316, 0.350, 0.191, 0.283], "lumo_ev": [0.3, -0.2], "charge": 0, "e_homo_ev": [-7.95, -7.19], "homo_lumo_gap_ev": [8.3, 7.0]}